{"formula": "C3H5I3Si", "method": "ωB97M-V/def2-TZVPD", "total_charge": 0, "homo_ha": [-0.33200, -0.32167], "total_energy_ev": -35370.183, "mol_weight_g_mol": 449.9, "orbital_gap_ev": [8.206, 7.158], "de_lowest_kj_mol": 387.0, "symbols": ["C", "C", "C", "Si", "I", "I", "I", "H", "H", "H", "H", "H"], "xyz": [[0.53, 0.15, -0.85], [-1.57, 0.83, 1.44], [1.80, -0.39, -0.66], [-1.07, -0.26, 0.05], [-0.69, -2.43, 1.35], [-2.40, 2.68, 0.89], [-2.83, -0.79, -1.56], [0.54, 1.06, -1.28], [-0.78, 0.94, 2.20], [1.93, -1.19, -1.28], [1.94, -0.94, 0.42], [2.61, 0.34, -0.72]], "lowdin_charge": [-0.29, -0.83, -0.22, -0.43, 0.37, 0.74, 0.44, 0.02, -0.03, 0.05, 0.10, 0.09]}